--- P ---
The following is a quantum chemistry calculation of the molecule C6H15NS, from OMol25.

E_LUMO in eV: 1.0
Structure (SMILES): CC(C)NCCCS
Gap between HOMO and LUMO in eV: 9.2
HOMO level in eV: -8.252

Last columns: bonded neighbours and bond lengths (Å).
Atoms and positions in Å:
1 C 0.96 1.11 -2.54  C2 1.523, H9 1.097, H10 1.098, H11 1.087
2 C 0.26 1.14 -1.18  C1 1.523, C3 1.535, N4 1.456, H12 1.094
3 C -1.20 0.66 -1.28  C2 1.535, H13 1.086, H14 1.081, H15 1.079
4 N 1.05 0.34 -0.26  C2 1.456, C5 1.480, H16 1.004
5 C 0.88 0.45 1.21  N4 1.480, C6 1.520, H17 1.084, H18 1.102
6 C 0.37 -0.79 1.91  C5 1.520, C7 1.534, H19 1.103, H20 1.094
7 C -1.06 -1.23 1.54  C6 1.534, S8 1.819, H21 1.073, H22 1.082
8 S -1.64 -2.64 2.52  C7 1.819, H23 1.317
9 H 2.01 0.80 -2.46  C1 1.097
10 H 0.46 0.52 -3.32  C1 1.098
11 H 0.98 2.12 -2.95  C1 1.087
12 H 0.29 2.17 -0.82  C2 1.094
13 H -1.85 1.24 -0.63  C3 1.086
14 H -1.30 -0.39 -1.06  C3 1.081
15 H -1.63 0.79 -2.26  C3 1.079
16 H 1.24 -0.60 -0.57  N4 1.004
17 H 0.32 1.36 1.40  C5 1.084
18 H 1.90 0.62 1.58  C5 1.102
19 H 0.37 -0.58 2.99  C6 1.103
20 H 1.05 -1.63 1.77  C6 1.094
21 H -1.03 -1.54 0.51  C7 1.073
22 H -1.78 -0.44 1.70  C7 1.082
23 H -0.68 -3.48 2.19  S8 1.317

***

--- Q ---
The following is a quantum chemistry calculation of a cluster of 2 separate species, C6H15NS in total, from OMol25.

E_LUMO in eV: 1.0
Structure (SMILES): C=CNC.CCSC
Gap between HOMO and LUMO in eV: 9.3
HOMO level in eV: -8.242

Last columns: bonded neighbours and bond lengths (Å).
Atoms and positions in Å:
1 C -2.31 -0.38 -0.36  C2 1.331, H5 1.084, H6 1.080
2 C -1.90 0.58 0.47  C1 1.331, N3 1.407, H7 1.083
3 N -2.71 1.27 1.40  C2 1.407, C4 1.452, H8 1.013
4 C -2.29 2.64 1.59  N3 1.452, H9 1.091, H10 1.091, H11 1.101
5 H -3.36 -0.59 -0.47  C1 1.084
6 H -1.60 -0.93 -0.96  C1 1.080
7 H -0.86 0.85 0.56  C2 1.083
8 H -3.68 1.21 1.11  N3 1.013
9 H -3.02 3.23 2.15  C4 1.091
10 H -1.34 2.70 2.12  C4 1.091
11 H -2.13 3.24 0.68  C4 1.101
12 C 2.86 -1.05 -2.52  C13 1.542, H16 1.095, H17 1.083, H18 1.086
13 C 2.61 -1.09 -1.00  C12 1.542, S14 1.806, H19 1.092, H20 1.095
14 S 1.01 -1.84 -0.64  C13 1.806, C15 1.827
15 C 0.93 -1.30 1.10  S14 1.827, H21 1.090, H22 1.084, H23 1.087
16 H 3.91 -0.80 -2.66  C12 1.095
17 H 2.30 -0.26 -2.99  C12 1.083
18 H 2.73 -2.07 -2.88  C12 1.086
19 H 2.71 -0.09 -0.56  C13 1.092
20 H 3.40 -1.64 -0.48  C13 1.095
21 H 1.67 -1.88 1.65  C15 1.090
22 H 1.11 -0.23 1.14  C15 1.084
23 H -0.03 -1.56 1.54  C15 1.087

***

Name the least stable of them. Q.

***

--- P ---
The following is a quantum chemistry calculation of a cluster of 2 separate species, C3H10NO in total, from OMol25.

E_LUMO (spin up / spin down) in eV: -3.6 / -4.9
Charge: +1
Gap between HOMO and LUMO (spin up / spin down) in eV: 10.0 / 7.1
HOMO level (spin up / spin down) in eV: -13.668 / -11.990

Last columns: bonded neighbours and bond lengths (Å).
Atoms and positions in Å:
1 C 2.24 -0.22 0.15  C3 1.434, H6 1.072, H7 1.114, H8 1.048
2 C -1.18 1.10 -0.03  N4 1.469, H9 1.080, H10 1.180
3 C 0.96 -0.70 0.59  C1 1.434, O5 1.386, H11 1.088
4 N -1.96 -0.11 -0.33  C2 1.469, H12 0.996, H13 1.051, H14 1.044
5 O 0.23 -1.49 -0.29  C3 1.386, H15 1.064
6 H 2.40 -0.46 -0.89  C1 1.072
7 H 3.12 -0.72 0.60  C1 1.114
8 H 2.23 0.83 0.27  C1 1.048
9 H -1.12 1.76 -0.89  C2 1.080
10 H -1.59 1.59 0.96  C2 1.180
11 H 0.68 -0.69 1.64  C3 1.088
12 H -2.27 -0.57 0.50  N4 0.996
13 H -1.12 -0.71 -0.56  N4 1.051
14 H -2.74 -0.02 -1.01  N4 1.044
15 H 0.98 -1.74 -1.01  O5 1.064

***

--- Q ---
The following is a quantum chemistry calculation of a cluster of 2 separate species, C3H10NO in total, from OMol25.

E_LUMO in eV: -4.4
Charge: +1
Gap between HOMO and LUMO in eV: 9.7
HOMO level in eV: -14.152

Last columns: bonded neighbours and bond lengths (Å).
Atoms and positions in Å:
1 C 2.19 0.22 0.40  N4 1.469, H6 1.186, H7 1.036, H8 1.083
2 C -2.56 0.31 0.32  O5 1.385, H9 1.051, H10 1.165, H11 1.171
3 C 0.01 -0.05 -0.83  N4 1.468, H12 1.130, H13 1.041
4 N 1.05 -0.63 0.03  C1 1.469, C3 1.468, H14 0.997, H15 1.061
5 O -1.41 -0.46 0.40  C2 1.385
6 H 1.96 1.25 0.94  C1 1.186
7 H 2.89 -0.32 0.94  C1 1.036
8 H 2.73 0.49 -0.50  C1 1.083
9 H -3.27 -0.35 0.73  C2 1.051
10 H -2.86 0.52 -0.78  C2 1.165
11 H -2.55 1.32 0.91  C2 1.171
12 H -0.24 -0.60 -1.78  C3 1.130
13 H -0.12 0.98 -0.89  C3 1.041
14 H 1.54 -1.31 -0.52  N4 0.997
15 H 0.64 -1.40 0.64  N4 1.061

***

Name the least stable of them. P.

***

--- P ---
The following is a quantum chemistry calculation of a cluster of 2 separate species, C3H10NO in total, from OMol25.

E_LUMO in eV: -3.5
Charge: +1
Gap between HOMO and LUMO in eV: 10.0
HOMO level in eV: -13.509

Last columns: bonded neighbours and bond lengths (Å).
Atoms and positions in Å:
1 C -1.74 -0.30 0.83  N2 1.588, H3 1.028, H4 1.185, H5 1.104
2 N -1.22 -0.34 -0.67  C1 1.588, H6 1.055, H7 1.105, H8 1.038
3 H -1.18 0.32 1.43  C1 1.028
4 H -2.92 -0.26 0.71  C1 1.185
5 H -1.56 -1.34 1.17  C1 1.104
6 H -0.36 0.27 -0.61  N2 1.055
7 H -1.82 0.12 -1.47  N2 1.105
8 H -1.11 -1.29 -1.08  N2 1.038
9 C 1.74 -0.35 0.71  C10 1.361, H12 1.139, H13 1.075
10 C 2.02 0.71 -0.11  C9 1.361, O11 1.449, H14 1.112
11 O 0.99 0.82 -1.12  C10 1.449, H15 0.993
12 H 2.15 -0.31 1.77  C9 1.139
13 H 1.14 -1.15 0.31  C9 1.075
14 H 2.68 1.60 -0.05  C10 1.112
15 H 1.19 1.49 -1.82  O11 0.993

***

--- Q ---
The following is a quantum chemistry calculation of the ion C3H10NO with charge +1, from OMol25.

E_LUMO in eV: -3.6
Structure (SMILES): C[NH2+]CCO
Charge: +1
Gap between HOMO and LUMO in eV: 11.3
HOMO level in eV: -14.958

Last columns: bonded neighbours and bond lengths (Å).
Atoms and positions in Å:
1 C 1.08 1.20 -1.41  N2 1.489, H6 1.084, H7 1.083, H8 1.085
2 N 0.84 0.39 -0.19  C1 1.489, C3 1.505, H9 1.019, H10 1.022
3 C -0.58 -0.10 -0.04  N2 1.505, C4 1.530, H11 1.081, H12 1.088
4 C -0.72 -0.82 1.30  C3 1.530, O5 1.401, H13 1.086, H14 1.091
5 O -2.01 -1.37 1.44  C4 1.401, H15 0.974
6 H 2.14 1.21 -1.65  C1 1.084
7 H 0.77 2.23 -1.28  C1 1.083
8 H 0.56 0.75 -2.25  C1 1.085
9 H 1.46 -0.43 -0.20  N2 1.019
10 H 1.08 0.93 0.64  N2 1.022
11 H -1.23 0.76 -0.10  C3 1.081
12 H -0.78 -0.77 -0.87  C3 1.088
13 H -0.59 -0.12 2.11  C4 1.086
14 H 0.04 -1.60 1.40  C4 1.091
15 H -2.04 -2.27 1.08  O5 0.974

***

Name the least stable of them. P.

***

--- P ---
The following is a quantum chemistry calculation of a cluster of 2 separate species, C3H10NO in total, from OMol25.

E_LUMO in eV: -3.5
Charge: +1
Gap between HOMO and LUMO in eV: 11.0
HOMO level in eV: -14.446

Last columns: bonded neighbours and bond lengths (Å).
Atoms and positions in Å:
1 C 0.57 -0.87 0.84  C2 1.500, H5 1.081, H6 1.091, H7 1.087
2 C -0.45 0.24 0.83  C1 1.500, C3 1.315, N4 1.475
3 C -1.56 0.20 1.53  C2 1.315, H8 1.087, H9 1.084
4 N -0.22 1.21 -0.25  C2 1.475, H10 1.024, H11 1.021, H12 1.052
5 H 0.72 -1.38 1.77  C1 1.081
6 H 0.10 -1.58 0.16  C1 1.091
7 H 1.50 -0.60 0.34  C1 1.087
8 H -2.33 0.97 1.61  C3 1.087
9 H -1.69 -0.68 2.15  C3 1.084
10 H 0.37 2.01 0.00  N4 1.024
11 H -1.11 1.60 -0.57  N4 1.021
12 H 0.23 0.76 -1.08  N4 1.052
13 H 1.93 -0.19 -2.55  O15 0.972
14 H 0.76 -1.11 -2.73  O15 0.974
15 O 1.18 -0.56 -2.05  H13 0.972, H14 0.974

***

--- Q ---
The following is a quantum chemistry calculation of a cluster of 2 separate species, C3H10NO in total, from OMol25.

E_LUMO in eV: -9.7
Charge: +1
Gap between HOMO and LUMO in eV: 6.3
HOMO level in eV: -15.943

Last columns: bonded neighbours and bond lengths (Å).
Atoms and positions in Å:
1 O 0.79 0.10 1.81  C2 1.441, H6 0.991
2 C 1.97 0.45 1.05  O1 1.441, C3 1.541, H7 1.110, H8 1.099
3 C 1.65 0.26 -0.45  C2 1.541, N4 1.387, H9 1.121, H10 1.106
4 N 0.27 0.21 -0.60  C3 1.387, H11 1.030
5 C -2.83 -0.63 -0.43  H12 1.085, H13 1.091, H14 1.099, H15 1.092
6 H 0.10 0.16 1.10  O1 0.991
7 H 2.13 1.42 1.55  C2 1.110
8 H 2.93 -0.02 1.31  C2 1.099
9 H 2.15 -0.70 -0.75  C3 1.121
10 H 2.09 0.96 -1.18  C3 1.106
11 H 0.04 0.38 -1.59  N4 1.030
12 H -3.60 0.11 -0.55  C5 1.085
13 H -2.37 -0.67 0.57  C5 1.091
14 H -2.04 -0.42 -1.17  C5 1.099
15 H -3.25 -1.61 -0.68  C5 1.092

***

Name the least stable of them. Q.